Record 1
114
Properties=species:S:1:pos:R:3:forces:R:3:lowdin_charge:R:1 method="wB97M-V/def2-TZVPD" e_homo_ev=-18.21 fmax_ha_per_bohr=0.052 orbital_gap_ev=9.5 molar_mass_da=613.903 charge=+5 total_energy_ha=-2038.38199
C 20.672 11.345 23.190 -1.7 1.0 -0.2 0.065
N 19.353 11.637 24.012 1.6 0.7 0.1 -0.348
C 19.838 11.394 25.395 -0.1 -1.2 0.7 -0.009
C 18.908 13.080 23.944 -0.7 -0.5 -1.5 0.012
C 18.179 10.772 23.709 0.2 -0.1 0.0 -0.119
C 18.436 9.325 23.890 2.1 -0.6 1.0 -0.245
O 19.452 8.864 23.026 0.2 -1.0 -0.4 -0.061
H 20.414 11.473 22.142 0.2 0.1 -0.1 0.109
H 20.905 10.307 23.379 0.3 0.2 0.0 0.085
H 21.399 12.095 23.529 -0.2 -0.4 -0.1 0.120
H 18.950 11.187 26.005 0.5 0.5 0.3 0.122
H 20.482 12.219 25.727 -0.5 -0.2 0.0 0.127
H 20.443 10.466 25.375 -0.3 0.6 0.2 0.119
H 18.638 13.326 22.875 -0.1 -0.4 1.2 0.129
H 19.743 13.695 24.167 0.7 0.5 0.5 0.089
H 18.080 13.238 24.669 0.6 -0.1 -0.7 0.126
H 17.872 10.919 22.678 0.0 0.5 -0.1 0.146
H 17.393 11.045 24.424 0.1 0.2 -0.4 0.149
H 17.558 8.802 23.723 -2.0 -0.9 -0.4 0.112
H 18.761 9.064 24.898 -0.3 0.3 0.4 0.132
H 19.634 7.925 23.252 -0.1 0.8 -0.4 0.138
C 11.417 5.780 16.624 2.0 -0.4 0.9 -0.009
N 11.159 6.674 15.440 0.1 -1.9 -0.5 -0.354
C 10.762 8.011 15.877 0.4 0.4 1.0 -0.025
C 12.470 6.745 14.634 -0.6 -0.2 2.0 0.052
C 9.929 6.059 14.718 0.6 -0.9 0.5 -0.077
C 10.221 4.779 13.962 1.3 0.5 0.4 -0.212
O 10.707 3.760 14.819 -0.3 0.3 -0.7 -0.044
H 12.236 6.198 17.272 -0.7 -0.1 -0.9 0.125
H 11.724 4.734 16.336 -0.6 1.5 0.0 0.126
H 10.545 5.766 17.242 -0.7 -0.1 0.2 0.099
H 11.550 8.355 16.576 -0.6 0.0 -0.2 0.113
H 9.777 7.939 16.395 0.8 0.3 -0.6 0.131
H 10.799 8.658 15.002 -0.5 0.1 0.1 0.110
H 13.170 7.316 15.275 -0.3 -0.4 -0.4 0.120
H 12.288 7.253 13.735 -0.2 0.7 -1.3 0.090
H 12.827 5.737 14.464 0.1 -0.1 0.0 0.112
H 9.527 6.772 14.035 -0.3 0.8 -0.3 0.131
H 9.226 5.793 15.514 0.0 0.6 -0.1 0.142
H 10.993 5.012 13.239 0.3 -0.3 -0.3 0.121
H 9.355 4.503 13.394 -0.7 -0.3 -0.2 0.137
H 9.938 3.319 15.177 -0.2 -0.6 0.2 0.112
C 9.321 13.340 18.848 1.0 -0.5 -0.1 -0.037
C 9.095 14.273 19.985 -1.3 1.3 -0.2 -0.325
C 7.670 14.949 20.044 1.2 0.9 -0.4 -0.159
O 7.694 15.568 21.314 -1.1 1.0 -0.2 -0.211
C 6.981 16.829 21.273 -0.5 1.0 -0.5 -0.047
N 9.284 13.624 21.298 1.1 -0.8 0.4 0.219
H 8.603 12.913 21.463 -1.0 -0.6 0.3 0.172
H 10.183 13.145 21.402 0.1 0.2 -0.3 0.180
H 9.232 14.311 22.035 -0.5 0.6 0.5 0.163
H 8.479 12.841 18.401 -0.6 -0.1 0.3 0.091
H 10.044 12.577 19.194 -0.1 0.2 -0.7 0.095
H 9.745 13.971 18.078 0.4 -0.3 -0.4 0.094
H 9.897 15.041 19.973 -0.8 -0.2 0.0 0.169
H 6.782 14.275 19.956 0.9 0.1 -0.2 0.157
H 7.631 15.767 19.234 0.0 -1.5 0.9 0.154
H 6.640 17.033 20.248 0.1 -0.2 0.2 0.084
H 7.648 17.652 21.514 0.3 -0.1 0.3 0.093
H 6.070 16.972 21.875 0.5 -1.0 0.3 0.109
C 14.240 22.343 17.846 1.7 -0.2 -0.5 -0.039
C 13.647 21.750 16.597 0.0 -0.8 -1.4 -0.314
C 12.382 22.511 16.121 0.5 0.4 0.5 -0.195
O 11.866 21.895 14.948 0.5 -0.2 0.7 -0.210
C 10.560 22.340 14.531 1.1 1.9 0.6 -0.054
N 14.692 21.872 15.450 1.1 -1.6 0.2 0.221
H 15.097 22.769 15.527 0.3 1.8 -0.2 0.137
H 15.558 21.271 15.586 -1.2 -0.1 0.1 0.154
H 14.367 21.732 14.478 -0.4 0.1 0.7 0.175
H 14.254 23.432 17.763 -0.3 0.0 0.4 0.097
H 15.337 22.047 17.944 -1.4 0.1 0.1 0.120
H 13.671 21.951 18.681 0.1 0.4 0.3 0.099
H 13.546 20.643 16.716 -0.4 1.0 -0.2 0.144
H 12.685 23.643 16.001 -0.7 -1.9 -0.1 0.173
H 11.696 22.446 16.997 0.1 0.2 -0.7 0.147
H 10.475 22.165 13.478 0.1 -0.1 -0.5 0.083
H 10.596 23.445 14.728 -0.8 -0.9 -0.4 0.111
H 9.729 21.857 15.027 0.0 -0.2 0.5 0.087
C 11.276 14.359 7.800 1.7 0.1 -1.7 -0.012
C 12.535 13.695 8.294 -1.1 -0.1 0.9 -0.253
C 13.770 13.743 7.401 1.1 -1.7 -0.1 -0.194
O 14.192 15.044 7.432 0.4 2.3 1.1 -0.240
C 14.609 15.807 6.273 -1.7 -1.0 -0.1 0.010
N 12.982 14.440 9.587 1.8 -1.0 -1.3 0.232
H 13.569 13.963 10.265 -0.1 -0.7 -0.2 0.171
H 13.616 15.088 9.112 0.4 1.0 -0.1 0.132
H 12.316 14.953 10.087 -1.7 0.8 0.6 0.137
H 11.518 15.225 7.204 -0.2 0.4 -0.3 0.099
H 10.582 14.605 8.523 -1.2 0.7 1.9 0.067
H 10.756 13.632 7.218 -0.2 -0.4 -0.9 0.101
H 12.176 12.725 8.560 0.7 -1.0 0.4 0.141
H 13.629 13.390 6.373 -0.5 -0.1 0.3 0.157
H 14.584 13.069 7.858 -1.0 0.7 -0.6 0.161
H 14.952 16.770 6.562 0.1 0.7 0.7 0.089
H 13.742 15.931 5.595 0.6 -0.2 0.1 0.116
H 15.415 15.268 5.868 1.0 -0.5 -1.1 0.086
C 18.867 16.274 12.423 -1.4 0.2 2.0 0.043
C 18.133 16.992 13.594 -0.1 -2.0 0.7 -0.357
O 17.296 16.263 14.307 0.9 1.6 -1.9 0.028
N 18.459 18.197 14.012 -2.0 -0.7 1.0 0.045
H 17.831 18.491 14.859 1.6 0.3 -1.5 0.142
H 16.618 16.914 15.012 0.7 -0.6 0.6 0.043
C 19.129 19.175 13.180 1.3 0.5 1.1 -0.035
H 18.448 16.495 11.467 -0.5 0.4 -0.7 0.078
H 18.706 15.195 12.597 0.6 0.6 0.0 0.100
H 19.878 16.625 12.435 0.7 -0.3 -0.1 0.076
H 18.476 19.481 12.395 -0.6 0.9 -0.3 0.084
H 19.979 18.748 12.658 0.2 -0.3 0.2 0.084
H 19.553 19.978 13.847 -0.8 -0.6 -1.0 0.125
O 15.092 18.726 17.378 0.5 2.6 0.1 0.109
C 16.018 18.543 16.411 1.2 -2.3 -0.5 -0.651
O 16.838 19.407 16.009 -2.3 -0.2 0.9 0.006
O 16.018 17.311 16.016 -0.5 0.9 -0.1 0.025
H 14.664 17.930 17.691 0.3 -0.6 -0.5 0.120

Record 2
14
Properties=species:S:1:pos:R:3:forces:R:3:nbo_charge:R:1 method="wB97M-V/def2-TZVPD" e_homo_ev=-2.98 fmax_ha_per_bohr=0.046 orbital_gap_ev=6.9 molar_mass_da=109.239 charge=-1 e_above_lowest_ev=0.662 total_energy_ha=-916.09026
C 1.590 0.861 -2.262 -1.1 -0.3 0.5 -0.733
S 1.981 -0.341 -0.941 0.5 -0.1 -0.2 -0.393
H 0.596 0.573 -2.618 0.2 0.1 -0.3 0.196
H 1.456 1.848 -1.828 0.3 0.2 0.0 0.196
H 2.278 0.897 -3.103 0.2 -0.2 0.1 0.191
C -2.857 -0.723 1.644 0.0 -0.8 -2.2 -0.607
C -1.450 -0.883 1.067 0.1 0.2 -0.2 -0.513
S -0.530 0.682 0.940 -0.2 0.1 0.2 -0.447
H -3.476 -1.571 1.307 0.0 0.0 0.0 0.175
H -3.309 0.167 1.208 -0.1 0.2 0.4 0.207
H -2.894 -0.766 2.685 0.1 0.5 1.8 0.191
H -0.860 -1.583 1.654 -0.1 -0.2 0.1 0.184
H -1.539 -1.306 0.064 0.1 0.0 0.0 0.185
H 0.770 0.095 0.022 0.1 0.1 -0.2 0.169

Record 3
17
Properties=species:S:1:pos:R:3:forces:R:3:nbo_charge:R:1 method="wB97M-V/def2-TZVPD" e_homo_ev="-2.60 / -2.58" fmax_ha_per_bohr=0.035 orbital_gap_ev="6.8 / 6.8" s2=0.76 molar_mass_da=89.138 charge=-1 e_above_lowest_ev=2.457 total_energy_ha=-288.85176 multiplicity=2
C -0.531 1.649 0.396 0.7 -0.1 -1.7 -0.055
O -0.114 1.819 -0.913 -0.4 0.0 0.3 -0.954
C 0.315 0.528 1.054 -0.7 -0.6 -0.1 -0.343
C -0.291 -0.913 1.033 -0.4 1.1 -0.4 -0.438
C 0.234 -1.775 -0.122 0.7 0.9 0.0 -0.208
N 0.073 -1.056 -1.377 0.5 0.1 -0.1 -0.937
H -1.605 1.357 0.391 -0.1 -0.1 0.5 0.102
H -0.453 2.586 0.981 0.1 0.0 0.3 0.098
H 0.078 0.005 -1.346 -0.4 -0.8 0.0 0.445
H 0.642 0.761 2.071 0.3 0.1 -0.1 0.173
H 1.239 0.516 0.256 -0.1 0.1 1.0 0.086
H -1.346 -0.768 0.766 -0.1 -0.1 0.5 0.193
H -0.207 -1.285 2.057 0.0 -0.7 -0.2 0.181
H 1.312 -1.943 0.019 0.0 -0.3 0.2 0.156
H -0.257 -2.748 -0.176 -0.1 0.0 0.1 0.166
H 2.100 0.406 -0.320 0.5 0.0 -0.2 -0.009
H -0.570 -1.488 -2.007 -0.4 0.2 -0.1 0.344

Please write out number 3 again, unchanged.
17
Properties=species:S:1:pos:R:3:forces:R:3:nbo_charge:R:1 method="wB97M-V/def2-TZVPD" e_homo_ev="-2.60 / -2.58" fmax_ha_per_bohr=0.035 orbital_gap_ev="6.8 / 6.8" s2=0.76 molar_mass_da=89.138 charge=-1 e_above_lowest_ev=2.457 total_energy_ha=-288.85176 multiplicity=2
C -0.531 1.649 0.396 0.7 -0.1 -1.7 -0.055
O -0.114 1.819 -0.913 -0.4 0.0 0.3 -0.954
C 0.315 0.528 1.054 -0.7 -0.6 -0.1 -0.343
C -0.291 -0.913 1.033 -0.4 1.1 -0.4 -0.438
C 0.234 -1.775 -0.122 0.7 0.9 0.0 -0.208
N 0.073 -1.056 -1.377 0.5 0.1 -0.1 -0.937
H -1.605 1.357 0.391 -0.1 -0.1 0.5 0.102
H -0.453 2.586 0.981 0.1 0.0 0.3 0.098
H 0.078 0.005 -1.346 -0.4 -0.8 0.0 0.445
H 0.642 0.761 2.071 0.3 0.1 -0.1 0.173
H 1.239 0.516 0.256 -0.1 0.1 1.0 0.086
H -1.346 -0.768 0.766 -0.1 -0.1 0.5 0.193
H -0.207 -1.285 2.057 0.0 -0.7 -0.2 0.181
H 1.312 -1.943 0.019 0.0 -0.3 0.2 0.156
H -0.257 -2.748 -0.176 -0.1 0.0 0.1 0.166
H 2.100 0.406 -0.320 0.5 0.0 -0.2 -0.009
H -0.570 -1.488 -2.007 -0.4 0.2 -0.1 0.344

Q: Which of these has the highest charge?
A: C26H73N6O9

Q: Which value of charge does entry 1 give?
A: +5

Q: Which value of charge does entry 2 give?
A: -1